No. 1
DFT (ωB97M-V/def2-TZVPD) results for C4H3MgO as an isolated structure in a non-equilibrium geometry.

```
9
Properties=species:S:1:pos:R:3:forces:R:3
C 0.1862 -2.5011 0.7920 0.060 0.467 -0.022
C 0.6052 1.1943 -0.5063 -2.290 -1.055 -4.696
H -0.5980 -2.7558 1.5061 0.208 -0.023 -0.323
H 0.6867 1.6087 -1.6013 2.843 -1.229 1.501
O -0.4888 1.9442 -0.4024 -2.432 1.419 3.303
C 0.4936 -0.1060 -0.1796 0.639 0.565 0.399
H 0.9387 -3.2558 0.5559 -0.268 0.209 -0.031
Mg -1.5284 0.9098 0.8546 1.164 0.079 -0.993
C 0.2900 -1.2827 0.2900 0.077 -0.434 0.862
```
Forces are in eV/Å.

M (g mol⁻¹): 91.372
Orbital gap (eV): 5.34
Energy relative to the best compared isomer or geometry (same formula, charge and spin) (kJ/mol): 0.0
HOMO level (eV): -12.4
Charge: +1
Lowest unoccupied orbital energy (eV): -7.1
Max |F| (eV Å⁻¹): 5.3

No. 2
DFT (ωB97M-V/def2-TZVPD) results for one molecule with the formula C3H4OS in a non-equilibrium geometry.

```
9
Properties=species:S:1:pos:R:3:forces:R:3
O 2.0104 -1.4803 -0.1492 -2.659 4.067 1.045
S 1.5146 1.2970 -0.0533 0.891 0.532 -0.869
H -1.8276 0.7824 -0.2438 0.183 -0.027 0.590
C -1.0708 0.0003 -0.3244 0.132 0.992 1.268
H -1.4306 -0.9419 -0.0102 -0.877 -1.150 -0.370
C 0.1684 0.1697 0.4853 -2.294 1.751 1.179
H -0.7014 0.0875 -1.2776 0.193 -0.662 -2.850
C 1.3746 -0.4219 0.0989 4.306 -4.704 -1.100
H -0.0376 0.5072 1.4744 0.126 -0.799 1.107
```
Forces are in eV/Å.

SMILES: C[C@@H]1SC1=O
M (g mol⁻¹): 88.131
Orbital gap (eV): 10.25
Energy relative to the best compared isomer or geometry (same formula, charge and spin) (kJ/mol): 121.4
HOMO level (eV): -9.9
Charge: 0
Lowest unoccupied orbital energy (eV): 0.4
Max |F| (eV Å⁻¹): 6.5